Arrangement A

ORCA calculation (ωB97M-V/def2-TZVPD) on 17 unconnected molecules or ions with the total composition H34O17.

CARTESIAN COORDINATES (ANGSTROEM)
O 0.20 -1.49 -2.90
H 0.46 -1.99 -2.11
H 1.01 -1.08 -3.24
O -0.76 -1.42 2.34
H -1.00 -2.07 3.00
H 0.10 -1.78 2.11
O 2.65 -0.60 -0.99
H 1.72 -0.52 -0.78
H 2.82 -0.01 -1.76
O 1.55 2.08 -1.92
H 0.79 2.67 -1.85
H 1.69 1.83 -0.99
O 1.58 -2.39 1.74
H 2.25 -3.05 1.88
H 2.07 -1.59 1.59
O -3.67 -2.00 2.01
H -2.90 -1.90 1.46
H -3.45 -2.68 2.65
O -0.06 1.40 -4.13
H 0.42 1.41 -3.32
H -0.94 1.17 -3.93
O -1.05 3.65 -1.76
H -1.52 3.84 -2.58
H -1.14 2.73 -1.56
O 3.04 -0.13 1.57
H 3.99 -0.32 1.63
H 2.83 -0.08 0.59
O -0.66 2.49 0.95
H -0.68 3.26 1.53
H -1.30 1.87 1.34
O -2.10 -1.76 -0.14
H -1.36 -2.13 -0.59
H -2.58 -1.51 -0.91
O -2.53 0.80 1.99
H -2.02 -0.03 1.96
H -3.32 0.63 1.52
O 2.05 2.38 0.89
H 2.17 3.33 1.07
H 1.14 2.08 0.88
O -1.71 0.93 -1.72
H -1.94 0.30 -2.40
H -2.51 0.91 -1.21
O 0.28 -0.18 -0.08
H -0.12 0.26 -0.81
H -0.43 -0.72 0.28
O 0.78 -3.08 -0.78
H 0.28 -3.91 -0.65
H 1.08 -2.87 0.12
O 0.89 0.73 2.92
H 1.62 0.63 2.28
H 0.28 -0.03 2.84

Values from the calculation:
Net charge ... 0
Gap between HOMO and LUMO ... 9.386 eV
2S+1 ... 1

Here are the Mulliken charges for atoms 1 to 5, given in e: number 1, O, carries -0.630; number 2, H, carries 0.329; number 3, H, carries 0.307; number 4, O, carries -0.598; number 5, H, carries 0.269

=====

Arrangement B

ORCA calculation (ωB97M-V/def2-TZVPD) on 17 unconnected molecules or ions with the total composition H34O17.

CARTESIAN COORDINATES (ANGSTROEM)
O -2.13 -3.00 -1.60
H -2.33 -3.94 -1.48
H -1.50 -2.81 -0.77
O 2.61 1.33 -1.44
H 2.57 2.23 -1.71
H 1.73 1.17 -1.07
O -0.26 3.39 0.23
H -0.03 2.95 -0.59
H -1.02 3.95 0.05
O -0.02 2.48 -2.23
H -0.02 2.74 -3.18
H -0.59 1.73 -2.31
O 2.07 1.83 1.93
H 3.00 1.91 2.11
H 1.92 1.12 1.34
O 2.94 -0.56 1.10
H 2.92 -1.57 1.14
H 2.52 -0.37 0.29
O 1.07 -0.11 -3.29
H 0.18 -0.01 -2.91
H 1.61 -0.11 -2.55
O -2.32 -1.07 1.27
H -2.76 -0.40 0.74
H -2.88 -1.90 1.27
O 0.13 0.14 -0.11
H 0.20 -0.76 0.08
H -0.38 0.45 0.63
O 1.14 -1.05 3.15
H 1.83 -0.90 2.48
H 0.85 -0.15 3.42
O 2.28 -3.16 1.42
H 1.41 -3.07 1.04
H 2.24 -3.91 1.99
O -3.22 0.83 -0.32
H -3.00 1.73 0.01
H -2.69 0.86 -1.10
O 2.45 -1.63 -1.43
H 1.88 -2.09 -2.01
H 3.36 -1.99 -1.47
O -1.55 0.09 -2.36
H -1.77 -0.64 -2.92
H -1.33 -0.22 -1.44
O -1.30 1.38 2.22
H -0.79 1.71 2.93
H -2.07 0.91 2.48
O -0.28 -2.80 0.30
H 0.04 -3.70 0.43
H -0.84 -2.62 1.06
O -3.00 3.09 1.07
H -2.21 2.56 1.29
H -2.65 3.95 0.80

Values from the calculation:
Net charge ... 0
Gap between HOMO and LUMO ... 9.841 eV
2S+1 ... 1

Here are the Mulliken charges for atoms 1 to 5, given in e: number 1, O, carries -0.646; number 2, H, carries 0.280; number 3, H, carries 0.447; number 4, O, carries -0.640; number 5, H, carries 0.282

=====

Arrangement C

ORCA calculation (ωB97M-V/def2-TZVPD) on 17 unconnected molecules or ions with the total composition H34O17.

CARTESIAN COORDINATES (ANGSTROEM)
O -4.73 -0.81 -1.11
H -4.13 -0.16 -1.43
H -5.43 -0.90 -1.75
O 1.08 -0.02 -5.02
H 0.42 0.63 -4.52
H 1.13 0.43 -5.84
O 1.61 -1.47 4.58
H 1.63 -2.29 5.19
H 0.84 -0.97 4.60
O 1.89 3.13 2.31
H 2.11 2.70 1.61
H 2.52 3.01 3.04
O 3.02 -3.27 2.02
H 3.99 -3.30 1.68
H 3.41 -4.08 2.63
O -2.86 -1.54 -2.88
H -2.12 -1.40 -2.23
H -3.55 -2.01 -2.50
O 0.23 0.54 0.38
H 1.13 0.34 0.41
H -0.25 -0.14 0.79
O -5.24 2.17 0.34
H -5.86 1.51 0.01
H -5.60 2.05 1.21
O -1.50 4.39 -0.26
H -2.01 4.04 -0.93
H -1.66 3.89 0.57
O -0.78 -1.19 5.43
H -1.18 -1.76 4.76
H -1.46 -0.59 5.73
O -1.89 3.07 -3.96
H -2.01 3.99 -4.19
H -1.41 2.66 -4.50
O 2.20 -1.61 -0.65
H 2.19 -2.58 -0.36
H 1.59 -1.76 -1.35
O 3.17 4.71 -0.10
H 2.98 4.88 0.78
H 2.76 3.87 -0.27
O -0.82 0.07 -1.84
H -0.43 0.76 -1.12
H -1.17 0.82 -2.31
O 1.91 -3.96 -1.93
H 1.08 -3.82 -2.38
H 1.64 -3.92 -1.02
O -1.10 -4.32 2.97
H -0.38 -3.76 3.04
H -1.44 -4.25 1.95
O 4.23 0.35 -0.37
H 4.12 -0.64 -0.32
H 3.32 0.65 -0.22

Values from the calculation:
Net charge ... 0
Gap between HOMO and LUMO ... 10.384 eV
2S+1 ... 1

Here are the Mulliken charges for atoms 1 to 5, given in e: number 1, O, carries -0.676; number 2, H, carries 0.347; number 3, H, carries 0.324; number 4, O, carries -0.600; number 5, H, carries 0.301

=====

Arrangement D

ORCA calculation (ωB97M-V/def2-TZVPD) on 17 unconnected molecules or ions with the total composition H34O17.

CARTESIAN COORDINATES (ANGSTROEM)
O 2.04 -2.65 -0.26
H 2.14 -2.62 0.72
H 2.02 -1.84 -0.76
O -1.34 -3.71 2.05
H -0.86 -3.43 1.27
H -2.27 -3.92 1.89
O -0.06 0.45 -4.32
H -0.30 1.12 -3.66
H -0.47 0.91 -5.07
O -1.02 3.34 1.09
H -0.19 2.83 1.23
H -0.72 3.66 0.22
O 0.10 -4.37 -2.05
H 0.54 -3.74 -1.47
H -0.39 -3.96 -2.77
O 1.41 -2.51 2.30
H 1.70 -3.10 3.01
H 0.45 -2.57 2.25
O 6.05 -0.03 -0.27
H 5.34 -0.61 0.04
H 5.75 0.84 0.00
O 1.05 2.67 -2.29
H 1.58 2.43 -3.04
H 1.47 2.92 -1.45
O -1.94 -1.23 -3.71
H -1.38 -0.45 -3.96
H -2.10 -1.70 -4.54
O 2.15 3.83 0.26
H 2.01 3.56 1.18
H 3.03 3.48 0.01
O -2.41 4.52 -0.86
H -3.11 3.92 -0.56
H -2.51 5.23 -0.21
O 2.17 0.64 -0.19
H 2.71 1.43 -0.06
H 1.66 0.83 -0.99
O -4.50 -1.62 2.69
H -4.59 -2.10 3.52
H -3.81 -0.96 2.83
O -1.21 -0.94 2.93
H -1.97 -0.43 3.26
H -1.53 -1.86 3.00
O 1.37 1.94 2.05
H 1.24 1.78 1.09
H 0.88 1.16 2.36
O -3.36 1.05 1.94
H -2.65 1.70 1.91
H -4.01 1.22 1.25
O -0.27 -1.62 -1.57
H -1.21 -1.41 -1.68
H -0.18 -2.06 -0.72

Values from the calculation:
Net charge ... 0
Gap between HOMO and LUMO ... 10.005 eV
2S+1 ... 1

Here are the Mulliken charges for atoms 1 to 5, given in e: number 1, O, carries -0.653; number 2, H, carries 0.383; number 3, H, carries 0.272; number 4, O, carries -0.675; number 5, H, carries 0.347

=====

Which one is most stable, and which one is least stable? arrangement A is the most stable of them, while arrangement C is the least stable.

=====

Arrangement A

ORCA calculation (ωB97M-V/def2-TZVPD) on 2 unconnected molecules or ions with the total composition ClHN2O.

CARTESIAN COORDINATES (ANGSTROEM)
N 4.50 -1.02 0.77
N 4.58 -0.25 -0.02
O 4.57 0.56 -0.82
Cl 0.14 0.93 0.14
H -0.13 2.09 0.77

Values from the calculation:
SMILES ... N#[N+][O-].Cl
Net charge ... 0
Gap between HOMO and LUMO ... 12.594 eV
2S+1 ... 1

Mulliken charges in e: number 1, N, carries -0.294; number 2, N, carries 0.805; number 3, O, carries -0.512; number 4, Cl, carries -0.258; number 5, H, carries 0.259

=====

Arrangement B

ORCA calculation (ωB97M-V/def2-TZVPD) on 2 unconnected molecules or ions with the total composition ClHN2O.

CARTESIAN COORDINATES (ANGSTROEM)
N 0.78 1.23 -1.61
N 1.72 0.96 -1.11
O -0.62 -0.29 0.62
Cl -0.33 -1.79 1.35
H -1.56 -0.10 0.75

Values from the calculation:
SMILES ... N#N.OCl
Net charge ... 0
Gap between HOMO and LUMO ... 10.631 eV
2S+1 ... 1

Mulliken charges in e: number 1, N, carries -0.006; number 2, N, carries 0.007; number 3, O, carries -0.381; number 4, Cl, carries 0.024; number 5, H, carries 0.355

=====

Which one is most stable, and which one is least stable? arrangement B is the most stable of them, while arrangement A is the least stable.

=====

Arrangement A

ORCA calculation (ωB97M-V/def2-TZVPD) on 2 unconnected molecules or ions with the total composition C4H13N2O.

CARTESIAN COORDINATES (ANGSTROEM)
C -0.16 -1.56 -0.06
C 0.49 -0.90 -1.26
C 1.24 0.32 -0.83
C 0.57 1.50 -0.70
N 2.50 0.17 -0.36
N -1.30 -0.81 0.54
H 0.63 -1.60 0.70
H -0.43 -2.60 -0.17
H 1.16 -1.62 -1.76
H -0.21 -0.73 -2.09
H -0.30 1.71 -1.31
H 0.90 2.29 -0.03
H -1.75 2.43 1.89
H 3.09 -0.63 -0.38
H 3.00 1.04 -0.25
H -1.41 -1.26 1.49
H -2.14 -0.89 -0.06
H -1.05 0.20 0.54
H -2.77 1.40 2.35
O -2.05 1.54 1.73

Values from the calculation:
⟨S²⟩ ... 0.75
Net charge ... 0
Gap between HOMO and LUMO (alpha / beta) ... 2.003 / 8.037 eV
2S+1 ... 2

Here are the Mulliken charges for atoms 1 to 5, given in e: number 1, C, carries -1.412; number 2, C, carries -1.274; number 3, C, carries 0.892; number 4, C, carries -1.366; number 5, N, carries -0.483

=====

Arrangement B

ORCA calculation (ωB97M-V/def2-TZVPD) on 2 unconnected molecules or ions with the total composition C4H13N2O.

CARTESIAN COORDINATES (ANGSTROEM)
C 0.00 -1.36 -0.52
C -0.17 -0.10 -1.29
C 0.84 1.04 -1.33
C 0.62 2.65 0.49
N 1.16 1.59 -0.01
N 0.62 -1.13 0.91
H 0.78 -2.03 -1.03
H -0.92 -1.91 -0.54
H -0.14 -0.52 -2.31
H -1.07 0.41 -1.00
H 1.92 0.88 -1.73
H 0.40 1.95 -1.95
H -0.18 3.33 0.11
H 1.09 3.13 1.35
H 1.56 -0.74 0.70
H 0.16 -0.31 1.36
H 0.52 -1.96 1.46
H -2.31 -2.42 1.71
H -2.77 -0.96 2.00
O -2.12 -1.53 1.60

Values from the calculation:
⟨S²⟩ ... 0.75
Net charge ... 0
Gap between HOMO and LUMO (alpha / beta) ... 2.706 / 7.219 eV
2S+1 ... 2

Here are the Mulliken charges for atoms 1 to 5, given in e: number 1, C, carries -0.776; number 2, C, carries -0.381; number 3, C, carries -0.957; number 4, C, carries -0.632; number 5, N, carries -0.557

=====

Arrangement C

ORCA calculation (ωB97M-V/def2-TZVPD) on 2 unconnected molecules or ions with the total composition C4H13N2O.

CARTESIAN COORDINATES (ANGSTROEM)
C 1.62 -3.20 0.44
C 1.00 -1.81 0.46
O 0.13 -1.50 -0.34
N 1.36 -0.98 1.50
H 1.61 -3.67 1.40
H 2.52 -3.04 -0.17
H 0.78 -0.23 1.84
H 2.31 -0.96 1.80
H 1.01 -3.73 -0.30
C -1.16 1.45 -0.08
C -2.20 2.41 -0.59
N 0.03 1.29 -1.02
H -0.76 1.80 0.87
H -1.56 0.44 0.00
H -2.84 2.04 -1.39
H -1.87 3.37 -1.00
H 0.73 2.06 -0.87
H 0.50 0.37 -0.87
H -0.38 1.30 -1.99
H -2.82 2.59 0.29

Values from the calculation:
⟨S²⟩ ... 0.75
Net charge ... 0
Gap between HOMO and LUMO (alpha / beta) ... 3.925 / 11.088 eV
2S+1 ... 2

Here are the Mulliken charges for atoms 1 to 5, given in e: number 1, C, carries -1.129; number 2, C, carries 0.093; number 3, O, carries -0.198; number 4, N, carries -0.263; number 5, H, carries 0.347

=====

Which one is most stable, and which one is least stable? arrangement C is the most stable of them, while arrangement B is the least stable.

=====

Arrangement A

ORCA calculation (ωB97M-V/def2-TZVPD) on a molecular structure, C32H61N5O6ScSi4.

CARTESIAN COORDINATES (ANGSTROEM)
Sc -1.83 -0.42 -0.98
O -2.80 3.82 -1.50
C -1.99 2.79 -1.15
O -2.09 1.67 -1.72
C -1.12 3.11 0.01
O -1.95 2.97 1.18
C -1.33 2.23 2.25
C -0.86 0.77 1.94
O -0.13 0.21 2.73
O -1.34 0.19 0.81
H -3.34 3.48 -2.23
H -0.24 2.46 0.08
H -0.77 4.15 -0.02
H -0.41 2.71 2.63
H -2.00 2.22 3.16
C 0.65 -0.20 -3.05
N -0.70 -0.91 -3.09
C -1.49 -0.44 -4.28
C -0.50 -2.40 -3.23
C 0.12 -2.96 -1.90
N -0.52 -2.39 -0.68
C 0.46 -2.41 0.40
C -1.61 -3.28 -0.23
H 1.20 -0.51 -3.96
H 1.18 -0.52 -2.16
H 0.46 0.89 -2.98
H -0.90 -0.54 -5.24
H -1.86 0.59 -4.25
H -2.36 -1.15 -4.46
H 0.21 -2.57 -4.06
H -1.49 -2.85 -3.47
H 1.18 -2.67 -1.83
H 0.03 -4.06 -1.92
H 0.74 -3.45 0.69
H 0.04 -1.86 1.23
H 1.34 -1.89 0.09
H -1.28 -4.31 -0.15
H -2.44 -3.19 -0.97
H -1.93 -2.96 0.75
C -7.58 3.39 1.23
C -7.56 1.88 1.26
C -8.20 0.91 0.44
C -8.14 -0.48 0.67
C -7.54 -0.97 1.85
N -7.48 -2.35 2.09
C -6.32 -2.94 2.60
O -6.38 -3.85 3.44
N -5.19 -2.38 2.01
C -5.17 -2.07 0.55
C -5.79 -2.79 -0.49
C -5.39 -2.46 -1.79
C -4.50 -1.45 -2.13
N -3.93 -0.76 -1.10
C -4.42 -0.97 0.19
C -6.84 -0.06 2.67
C -6.94 1.32 2.38
H -7.98 3.84 0.28
H -6.54 3.86 1.27
H -8.19 3.73 2.11
H -8.84 1.21 -0.38
H -8.60 -1.17 0.00
H -8.28 -2.61 2.67
H -4.40 -2.97 2.28
H -6.37 -3.67 -0.38
H -5.78 -3.13 -2.55
H -4.31 -1.17 -3.17
H -4.07 -0.19 0.86
H -6.28 -0.43 3.50
H -6.58 1.94 3.18
C 6.44 3.14 -2.02
Si 5.19 2.85 -0.60
C 5.89 3.74 0.80
C 3.62 3.65 -1.19
Si 4.59 0.65 0.11
Si 6.05 -0.94 -0.80
C 6.32 -0.71 -2.71
C 7.78 -0.90 -0.13
C 5.43 -2.69 -0.72
Si 4.89 0.36 2.51
C 3.52 1.01 3.61
C 6.58 1.09 2.98
C 5.12 -1.46 3.07
H 6.44 4.25 -2.28
H 6.14 2.64 -3.00
H 7.45 2.82 -1.75
H 7.00 3.60 0.83
H 5.45 3.37 1.73
H 5.54 4.83 0.72
H 3.91 4.58 -1.61
H 3.04 3.80 -0.28
H 3.03 3.03 -1.88
H 7.18 -1.28 -3.04
H 6.53 0.31 -2.97
H 5.45 -0.99 -3.32
H 8.10 0.10 0.24
H 8.43 -1.02 -0.99
H 8.12 -1.72 0.53
H 4.63 -2.85 0.04
H 6.26 -3.37 -0.40
H 5.04 -3.00 -1.68
H 3.52 0.76 4.65
H 2.55 0.62 3.26
H 3.52 2.08 3.59
H 6.96 0.71 3.94
H 6.56 2.19 3.01
H 7.34 0.76 2.29
H 5.74 -1.41 3.95
H 5.69 -2.11 2.34
H 4.21 -2.02 3.25

Values from the calculation:
Net charge ... +1
Gap between HOMO and LUMO (alpha / beta) ... 6.683 / 4.540 eV
2S+1 ... 1

Here are the Mulliken charges for atoms 1 to 5, given in e: number 1, Sc, carries 0.246; number 2, O, carries -0.473; number 3, C, carries 0.531; number 4, O, carries -0.401; number 5, C, carries -0.477

=====

Arrangement B

ORCA calculation (ωB97M-V/def2-TZVPD) on a molecular structure, C32H61N5O6ScSi4.

CARTESIAN COORDINATES (ANGSTROEM)
Sc 14.69 15.47 13.85
O 10.79 11.32 11.99
C 10.98 11.58 13.27
O 10.02 11.75 14.13
C 12.37 11.92 13.53
O 12.42 13.17 14.11
C 12.48 13.07 15.56
C 13.95 13.29 15.99
O 14.52 12.56 16.78
O 14.68 14.16 15.13
H 9.77 11.14 11.92
H 12.77 11.13 14.18
H 12.90 11.92 12.56
H 11.79 13.76 16.00
H 12.19 12.03 15.94
C 14.25 17.21 16.59
N 14.36 17.46 15.10
C 15.62 18.16 14.89
C 13.22 18.25 14.56
C 13.04 18.02 13.06
N 12.98 16.56 12.70
C 11.71 16.05 13.11
C 13.12 16.41 11.20
H 14.44 18.09 17.17
H 15.01 16.51 16.90
H 13.27 16.91 16.85
H 15.51 19.21 15.25
H 15.85 18.17 13.77
H 16.42 17.70 15.47
H 13.34 19.31 14.76
H 12.24 17.96 15.01
H 13.84 18.53 12.49
H 12.04 18.44 12.75
H 10.76 16.46 12.56
H 11.50 16.15 14.19
H 11.72 14.93 12.94
H 12.57 17.27 10.74
H 12.66 15.44 10.86
H 14.15 16.48 10.88
C 11.15 11.61 6.00
C 12.14 11.72 7.11
C 12.46 12.94 7.64
C 13.57 13.17 8.40
C 14.34 12.09 8.78
N 15.31 12.26 9.74
C 15.65 11.31 10.66
O 15.26 10.17 10.72
N 16.57 11.79 11.66
C 16.89 13.14 11.76
C 17.26 13.90 10.62
C 17.19 15.29 10.76
C 17.01 15.90 11.97
N 16.75 15.18 13.08
C 16.88 13.80 12.99
C 14.07 10.79 8.31
C 12.95 10.60 7.55
H 10.76 12.62 5.75
H 10.23 11.13 6.36
H 11.65 11.13 5.14
H 11.76 13.74 7.42
H 13.89 14.20 8.66
H 15.67 13.23 9.74
H 16.62 11.24 12.49
H 17.76 13.49 9.73
H 17.41 15.98 9.93
H 17.00 16.96 12.04
H 16.69 13.23 13.90
H 14.64 9.90 8.71
H 12.65 9.57 7.15
C 5.96 9.36 13.38
Si 7.76 9.64 12.78
C 8.93 8.32 13.57
C 7.78 9.23 10.90
Si 8.20 11.67 13.74
Si 7.63 13.47 12.27
C 8.42 13.40 10.61
C 5.66 13.39 12.12
C 8.09 15.08 13.14
Si 7.29 12.28 15.94
C 8.27 11.17 17.17
C 5.41 11.74 15.96
C 7.50 13.98 16.54
H 5.29 10.16 13.00
H 5.99 9.45 14.46
H 5.63 8.38 13.14
H 9.26 7.68 12.79
H 8.32 7.77 14.27
H 9.77 8.74 14.15
H 7.00 9.75 10.35
H 7.64 8.18 10.84
H 8.82 9.43 10.50
H 7.80 13.81 9.75
H 8.68 12.35 10.34
H 9.44 13.86 10.47
H 5.37 12.45 11.58
H 5.31 14.32 11.61
H 5.27 13.38 13.13
H 8.73 14.98 13.98
H 7.16 15.62 13.49
H 8.58 15.67 12.38
H 8.44 10.12 16.85
H 7.66 11.20 18.10
H 9.21 11.59 17.48
H 5.26 10.89 16.62
H 4.82 11.55 15.04
H 5.01 12.63 16.45
H 8.55 14.22 16.61
H 7.19 14.00 17.57
H 6.97 14.69 15.88

Values from the calculation:
Net charge ... +1
Gap between HOMO and LUMO (alpha / beta) ... 5.340 / 4.291 eV
2S+1 ... 1

Here are the Mulliken charges for atoms 1 to 5, given in e: number 1, Sc, carries 0.538; number 2, O, carries -0.525; number 3, C, carries 0.279; number 4, O, carries -0.835; number 5, C, carries -0.506

=====

Which one is most stable, and which one is least stable? arrangement A is the most stable of them, while arrangement B is the least stable.